Molecular formula: C14H7ClNO8SbSe4Zn
Method: DFT, ωB97M-V with the def2-TZVPD basis set

The calculation puts the lowest unoccupied orbital energy at 3.62 eV. Its energy above the lowest of the compared OMol25 structures with the same formula, charge and spin is 0.322 eV. The frontier orbital gap is 6.5 eV. As for the charge: -2.

Element x y z (Å)
1 O 1.0729 1.3785 0.0923
2 Se 1.7434 -1.7407 5.8140
3 O 2.9028 -2.6690 2.0065
4 Sb 1.8194 0.1872 4.4135
5 C 1.9852 -1.9788 1.6424
6 C -3.2860 2.9279 -2.0834
7 C 0.6467 2.0732 -0.8259
8 C -3.1295 2.0372 -1.0608
9 O 0.8675 -4.5381 -3.8246
10 C 1.4539 -4.5925 -2.7236
11 O -0.3676 2.9648 4.9736
12 Se 3.6899 1.3352 3.4826
13 C -1.8359 1.6662 -0.5661
14 H -0.0502 3.6532 -2.7403
15 C -2.1686 3.5206 -2.6994
16 N 0.0983 -1.6452 0.1291
17 O 1.5010 -0.9246 2.2496
18 Cl -2.4100 4.6640 -4.0081
19 H -3.9854 1.5781 -0.5839
20 H -4.2771 3.1875 -2.4352
21 H -0.7452 -3.0121 -2.8215
22 C -0.6007 -1.8969 -0.9831
23 H 2.5851 -3.8510 -0.2992
24 C -0.1912 -2.8318 -1.9106
25 C -0.7230 2.2927 -1.2115
26 C 0.9758 -3.5541 -1.6891
27 O -1.7443 0.8274 0.3876
28 H 1.3952 2.6070 -1.4338
29 C -0.9172 3.2030 -2.2701
30 O 2.3161 -5.3875 -2.3108
31 C 1.6850 -3.2969 -0.5215
32 C 1.2292 -2.3292 0.3566
33 H -1.5074 -1.3168 -1.1073
34 O -0.2468 2.5133 3.6144
35 Zn -0.0226 0.0888 1.2767
36 Se -0.6450 0.7394 3.5940
37 Se 0.8863 2.1197 6.0772

=====

Molecular formula: C6H12N2Si
Method: DFT, ωB97M-V with the def2-TZVPD basis set

The calculation puts the lowest unoccupied orbital energy (spin up / spin down) at 0.57 / -1.49 eV. Its energy above the lowest of the compared OMol25 structures with the same formula, charge and spin is 7.800 eV. The frontier orbital gap (spin up / spin down) is 10.1 / 4.2 eV.

Element x y z (Å)
1 C 1.3828 -3.3961 2.0172
2 Si -0.4141 0.4114 -0.8085
3 N 0.1656 -3.5947 1.6100
4 H -1.5206 -2.3827 2.0841
5 C 1.5922 -2.2404 2.8573
6 H -2.8751 0.7365 -0.0126
7 H 0.2540 -0.0664 -3.1961
8 C -0.6765 0.2895 -2.6526
9 H 1.8488 0.0948 -0.3072
10 C -1.8728 0.9182 0.3831
11 H -1.3369 -0.4032 -3.1271
12 H -1.0125 1.2733 -3.0828
13 H 2.4885 -1.9543 3.4166
14 H -1.8572 0.6691 1.4570
15 H 1.1231 0.1630 1.1987
16 H 1.5243 1.7415 0.3550
17 H -1.5883 1.9995 0.4788
18 N -0.5621 -2.5377 2.1447
19 C 0.2968 -1.6609 2.7457
20 C 1.1662 0.6042 0.2826
21 H 2.1145 -4.2654 1.7720

=====

Molecular formula: C6H6
Method: DFT, ωB97M-V with the def2-TZVPD basis set

The calculation puts the lowest unoccupied orbital energy at -0.03 eV. Its energy above the lowest of the compared OMol25 structures with the same formula, charge and spin is 6.850 eV. The frontier orbital gap is 8.8 eV.

Element x y z (Å)
1 H -2.3171 -0.0543 1.3254
2 H 2.3265 -1.2095 -1.3231
3 C 0.6011 -0.1931 -0.5829
4 C -0.0457 0.6009 -1.3250
5 C -1.6150 0.7392 1.0679
6 H -0.3317 0.0404 0.4891
7 C -1.7260 1.3465 -0.1679
8 H 2.4061 -0.7627 0.3924
9 H 1.3887 -2.1146 -0.1177
10 C -1.1381 1.3844 -1.2731
11 C 1.7421 -1.1180 -0.4030
12 H -1.2909 1.3409 1.9176

=====

Molecular formula: C23H18BrCl2F9IN2S
Method: DFT, ωB97M-V with the def2-TZVPD basis set

The calculation puts the lowest unoccupied orbital energy at -4.92 eV. The frontier orbital gap is 6.9 eV. As for the structure (SMILES): C#Cc1c([C@H](Br)CC)c(/C(Cl)=C(\C)Cl)cc2c(C(F)(F)C(F)(F)C(F)(F)C(F)(F)F)[n+](S)c(CCN)c(I)c12. As for the charge: +1.

Element x y z (Å)
1 H -2.6614 4.7262 1.5102
2 F 3.9867 -3.5995 -1.5932
3 H 0.3751 4.5670 4.9936
4 F 3.5164 -3.1944 0.4972
5 C 0.7499 -0.6300 0.5494
6 C -0.1621 1.8640 3.1780
7 H 1.3328 3.2876 2.6316
8 H -1.6500 0.5105 -4.9947
9 F 1.7407 -2.2224 -3.0777
10 H 0.4716 2.8772 5.4152
11 C -0.8450 1.6328 0.7239
12 C 3.8105 -1.3488 -0.9725
13 F 4.9370 -1.3919 -1.6731
14 F 2.9456 -0.5562 -1.6267
15 N -3.7481 -0.7506 -4.9257
16 C -1.5186 1.2634 -1.6950
17 F -0.1197 -3.2115 -2.3762
18 Br -1.9547 1.7680 3.9567
19 H -0.1234 -2.7471 2.4626
20 H -0.2441 4.0081 2.8819
21 S -0.3888 -1.3718 -4.4496
22 H -4.0982 -1.4978 -4.3437
23 C -3.5743 0.4697 -4.1175
24 H 1.4264 -1.4462 0.6113
25 C -2.0897 0.9347 -4.1053
26 H -4.4226 -0.5884 -5.6592
27 H 0.4089 1.2587 3.8626
28 C 0.8252 3.6206 4.7071
29 Cl 2.0955 -1.9302 4.9445
30 C -0.1376 1.1997 1.8320
31 C 0.0279 -0.2608 -0.6074
32 Cl 2.9025 0.5093 3.1631
33 C 1.4771 -0.4202 2.8627
34 C 0.6706 0.0456 1.7083
35 H 1.8984 3.7336 4.8161
36 F 1.0458 -3.3794 0.1293
37 C 1.7196 -3.1829 -1.0173
38 I -2.9119 2.8324 -1.8322
39 C -1.3591 0.5410 -2.8614
40 C 0.1180 -1.0063 -1.7896
41 C -0.1575 -2.2307 3.4152
42 C 0.4423 3.2636 3.2557
43 N -0.5530 -0.5669 -2.8816
44 C 3.2636 -2.8274 -0.7811
45 F 1.7847 -4.4021 -1.6151
46 F 4.0597 -0.8040 0.2185
47 H -1.4189 -2.2118 -4.2843
48 H -2.0109 2.0056 -4.2433
49 H -0.2768 -2.9601 4.2051
50 H -1.0115 -1.5569 3.4073
51 H -4.1792 1.2828 -4.5043
52 C -2.1074 3.8717 1.2089
53 C 1.1105 -1.4543 3.6168
54 C -0.8000 0.9146 -0.5200
55 C -1.5894 2.8311 0.9288
56 H -3.9093 0.2759 -3.1016
57 C 0.8803 -2.3448 -2.0445

=====

Molecular formula: C32H30ClN5O3OsS
Method: DFT, ωB97M-V with the def2-TZVPD basis set

The calculation puts the lowest unoccupied orbital energy (spin up / spin down) at -6.27 / -8.22 eV. Its energy above the lowest of the compared OMol25 structures with the same formula, charge and spin is 0.101 eV. The frontier orbital gap (spin up / spin down) is 7.6 / 5.6 eV. The multiplicity is 5. As for the charge: +2.

Element x y z (Å)
1 H -0.8625 0.3285 5.8612
2 H 0.5438 -3.5902 -3.1032
3 H -5.1183 2.1050 -1.7862
4 C -2.9994 0.5177 -2.2891
5 C -1.2040 -2.5169 1.0355
6 H 0.1733 -1.1082 5.7251
7 S 4.5592 -0.9448 -3.5928
8 C 5.8208 -0.7254 -2.3541
9 H -5.7024 0.4496 -2.1184
10 H 1.5782 -1.4526 0.2827
11 C -0.9319 -4.0276 2.8939
12 N -1.4168 1.7772 0.1729
13 C -5.1464 1.0779 -1.4240
14 C -1.3213 3.9320 3.2297
15 C -3.7663 1.8103 2.3595
16 H -0.6782 -3.1125 4.8197
17 C -1.6840 0.0674 -2.0314
18 C -2.3957 0.7698 -4.6076
19 C -0.7439 -0.0075 -3.0676
20 C 3.2581 -1.6225 -2.6477
21 H 7.1287 1.4763 -0.1673
22 N -1.2167 -0.0562 1.5668
23 O -3.8138 0.5729 -1.2289
24 N -1.3211 -0.3519 -0.7143
25 H -0.8658 -5.0354 3.2816
26 N 0.9385 -2.4975 -1.3829
27 H 5.2279 1.2647 -1.7687
28 H -4.3474 1.1762 -3.8268
29 C -0.1401 5.0028 1.4359
30 C -1.1346 -1.4187 1.9123
31 C 6.7669 -1.7258 -2.1932
32 H -0.0890 3.9232 -0.4152
33 C 7.7952 -1.5036 -1.2834
34 H -1.6920 3.9106 4.2470
35 C -0.7909 -0.6754 5.4603
36 C 1.8277 -1.7254 -0.7372
37 C -0.4364 3.9327 0.6134
38 C -1.0956 0.3513 -4.3549
39 C -1.1099 -3.8298 1.5494
40 H -3.7603 1.5418 1.2995
41 C 6.9962 0.5717 -0.7494
42 H -1.1665 -4.6830 0.8924
43 C -0.5642 4.9909 2.7604
44 C -1.1709 2.8504 1.0924
45 C -1.3371 0.4647 0.3552
46 C 2.3668 -2.4836 -3.2964
47 O -2.4304 1.8582 2.8924
48 Cl -1.8933 -4.2826 -1.7043
49 H -1.3767 0.5688 2.3613
50 Os -1.3195 -2.3161 -0.9457
51 C -3.3438 0.8536 -3.5899
52 H -5.6227 1.0438 -0.4509
53 H -2.6894 1.0413 -5.6134
54 H 6.7142 -2.6435 -2.7649
55 H 0.4285 5.8371 1.0470
56 C -0.8432 -2.9424 3.7653
57 H 2.5619 -2.8319 -4.3022
58 H 8.5622 -2.2528 -1.1275
59 C -0.9576 -1.6479 3.2838
60 C 1.2337 -2.8979 -2.6355
61 H -4.2967 1.0526 2.9286
62 C 5.9315 0.4524 -1.6347
63 N 7.9075 -0.3825 -0.5705
64 C -1.6536 2.8773 2.3934
65 H 3.6872 -0.6878 -0.7425
66 H -0.3208 5.8137 3.4204
67 H -4.2552 2.7746 2.4910
68 H -1.6015 -1.2852 5.8574
69 H -1.3698 2.0568 -0.7978
70 H -0.3641 0.3100 -5.1509
71 O -0.9091 -0.5357 4.0370
72 C 2.9935 -1.2874 -1.3166
73 H 0.2694 -0.3176 -2.8365

=====

Molecular formula: C9H16N2O
Method: DFT, ωB97M-V with the def2-TZVPD basis set

The calculation puts the lowest unoccupied orbital energy at 0.73 eV. Its energy above the lowest of the compared OMol25 structures with the same formula, charge and spin is 3.384 eV. The frontier orbital gap is 10.0 eV. As for the structure (SMILES): C#C[C@@H]1CN1C.CC(C)C(N)=O.

Element x y z (Å)
1 H -3.3029 -1.9990 1.0518
2 H 1.5916 2.4891 0.1294
3 N 0.9198 -0.7448 0.6721
4 H 3.9682 -1.1289 -0.2977
5 H -0.8669 -1.3467 -1.6265
6 N -1.7605 -0.7163 0.1879
7 H 2.6694 2.3393 -1.2686
8 C 2.8336 0.6875 0.1739
9 H 3.6320 1.1447 0.7556
10 H -2.7560 -0.6346 2.1579
11 H -2.4322 -2.0281 -1.4113
12 H 2.5879 -0.8268 -1.3828
13 H -1.0966 -2.6354 -0.4183
14 C -3.5244 2.5309 0.3237
15 C -1.5469 -1.7312 -0.8477
16 C 3.3970 -0.3476 -0.8148
17 O 2.1806 0.0038 2.3903
18 C -3.0824 -0.0550 0.0458
19 C -2.8159 -1.0314 1.1449
20 C -3.2521 1.3629 0.2382
21 H 0.5737 -0.5485 -0.2547
22 H 1.2415 1.3182 -1.1477
23 H -3.8241 3.5477 0.5295
24 H 0.2680 -1.0855 1.3542
25 H -3.7209 -0.4258 -0.7614
26 H 4.0950 0.1095 -1.5407
27 C 2.0516 1.7708 -0.5667
28 C 1.9722 -0.0187 1.1837

=====

Number 1: DFT total energy -13280.019138 Ha. Number 2: DFT total energy -634.589932 Ha. Number 3: DFT total energy -231.974605 Ha. Number 4: DFT total energy -6085.457800 Ha. Number 5: DFT total energy -2685.377375 Ha. Number 6: DFT total energy -537.179517 Ha.